# 1
Formula: C56H69Br2F7NO22Si
Source: the Open Molecules 2025 dataset
Level of theory: the ωB97M-V functional and the def2-TZVPD basis

Geometry as XYZ:
```
158
C56H69Br2F7NO22Si (the ωB97M-V functional and the def2-TZVPD basis)
C -4.391 2.555 1.128
C -3.211 1.619 1.154
Br -2.918 0.763 2.853
C -2.402 1.370 0.126
Br -2.623 2.218 -1.570
N -1.341 0.405 0.305
C -1.709 -0.894 0.161
C -0.812 -1.881 0.338
C 0.525 -1.550 0.667
C 1.457 -2.739 0.893
C 0.782 -3.675 1.941
C 1.810 -4.766 2.380
O 0.320 -2.909 3.047
C 0.910 -0.214 0.803
C 2.331 0.175 1.178
C 3.459 -0.324 0.198
C 3.107 -0.271 -1.281
C 3.384 0.890 -2.003
C 3.118 0.984 -3.350
C 2.565 -0.076 -4.055
C 2.278 -1.233 -3.354
C 2.549 -1.315 -1.999
C -0.090 0.756 0.616
C 0.253 2.224 0.809
C 1.121 2.827 -0.343
C 2.360 3.586 0.207
C 2.278 5.148 0.074
C 2.325 5.859 1.439
C 3.598 5.525 2.265
C 3.305 4.516 3.417
C 3.173 5.150 4.829
Si 2.383 3.827 5.951
C 0.676 3.316 5.302
C 2.161 4.492 7.710
C 3.554 2.335 6.096
C 3.109 1.158 6.707
C 3.943 0.068 6.867
C 5.250 0.121 6.420
C 5.720 1.262 5.783
C 4.872 2.347 5.641
H -4.205 3.372 1.840
H -5.279 2.031 1.513
H -4.601 2.962 0.137
H -2.747 -1.134 -0.068
H -1.130 -2.915 0.254
H 2.444 -2.443 1.249
H 1.518 -3.350 -0.017
H -0.049 -4.223 1.471
H 2.291 -4.361 3.280
H 1.232 -5.673 2.603
H 2.539 -4.981 1.590
H -0.346 -3.452 3.486
H 2.474 1.247 1.317
H 2.535 -0.286 2.161
H 3.850 -1.301 0.508
H 4.306 0.368 0.335
H 3.847 1.762 -1.542
H 3.327 1.891 -3.920
H 2.360 -0.056 -5.123
H 1.854 -2.113 -3.841
H 2.328 -2.264 -1.514
H -0.654 2.834 0.925
H 0.748 2.272 1.791
H 0.487 3.563 -0.857
H 1.374 2.015 -1.034
H 2.420 3.363 1.282
H 3.306 3.261 -0.235
H 3.155 5.477 -0.503
H 1.403 5.428 -0.530
H 1.412 5.621 2.008
H 2.331 6.941 1.230
H 4.052 6.432 2.685
H 4.311 5.059 1.561
H 2.325 4.059 3.188
H 4.014 3.675 3.403
H 4.164 5.418 5.219
H 2.477 5.998 4.755
H 0.099 2.788 6.078
H 0.103 4.233 5.080
H 0.712 2.651 4.427
H 1.852 5.546 7.656
H 1.346 3.948 8.210
H 3.105 4.364 8.253
H 2.082 1.108 7.076
H 3.586 -0.844 7.346
H 5.942 -0.712 6.550
H 6.743 1.286 5.408
H 5.243 3.250 5.152
C 7.693 3.099 -0.009
C 7.735 4.586 0.231
O 6.896 5.088 -0.796
C 5.987 4.113 -1.064
O 4.981 4.280 -1.672
O 6.375 2.921 -0.539
F 8.981 5.080 0.062
H 8.429 2.778 -0.747
H 7.831 2.521 0.902
H 7.348 4.900 1.203
C 2.133 -5.831 6.361
C 3.544 -6.183 6.752
O 3.546 -7.593 6.667
C 2.622 -7.925 5.716
O 2.543 -8.984 5.198
O 1.803 -6.868 5.437
F 3.810 -5.818 8.029
H 1.446 -5.867 7.208
H 2.063 -4.852 5.891
H 4.313 -5.776 6.091
C -2.175 1.358 -5.696
C -1.384 0.074 -5.695
O -0.160 0.461 -6.283
C 0.011 1.785 -5.979
O 1.038 2.365 -6.077
O -1.148 2.341 -5.540
F -1.969 -0.869 -6.478
H -2.697 1.521 -6.641
H -2.894 1.410 -4.881
H -1.197 -0.343 -4.703
C -7.202 -0.033 -1.354
C -7.677 -0.403 0.027
O -6.971 -1.609 0.280
C -5.816 -1.534 -0.427
O -4.870 -2.236 -0.247
O -5.865 -0.554 -1.358
F -9.001 -0.655 0.045
H -7.783 -0.518 -2.139
H -7.206 1.041 -1.527
H -7.436 0.328 0.802
C -2.238 -1.409 -9.749
C -3.332 -2.070 -10.545
O -4.477 -1.323 -10.179
C -4.035 -0.065 -9.868
O -4.733 0.886 -9.772
O -2.689 -0.053 -9.688
F -3.513 -3.361 -10.164
H -2.160 -1.809 -8.738
H -1.266 -1.478 -10.231
H -3.194 -2.025 -11.627
C -5.776 -2.823 2.921
C -6.657 -1.956 3.783
O -7.686 -2.842 4.165
C -7.133 -4.097 4.178
O -7.621 -5.038 4.698
O -5.942 -4.109 3.516
F -7.199 -0.931 3.068
H -6.113 -2.855 1.885
H -4.732 -2.513 2.943
H -6.168 -1.557 4.675
C -5.938 -4.753 -10.344
C -7.374 -4.891 -10.777
O -7.581 -6.290 -10.726
C -6.740 -6.770 -9.761
O -6.828 -7.841 -9.266
O -5.792 -5.849 -9.439
F -7.549 -4.467 -12.053
H -5.241 -4.872 -11.173
H -5.740 -3.809 -9.849
H -8.093 -4.391 -10.126
```

total charge: +1
E_HOMO: -11.18 eV

# 2
Formula: C56H72FN9O10PS3
Source: the Open Molecules 2025 dataset
Level of theory: the ωB97M-V functional and the def2-TZVPD basis

Geometry as XYZ:
```
152
C56H72FN9O10PS3 (the ωB97M-V functional and the def2-TZVPD basis)
C 3.667 2.379 4.014
C 4.404 2.765 2.890
C 3.979 3.107 1.443
C 2.495 2.728 0.986
C 2.618 2.600 -0.622
C 3.456 3.505 -1.331
C 3.631 3.393 -2.778
C 2.872 2.302 -3.306
C 2.114 1.466 -2.454
N 1.935 1.540 -1.124
N 2.326 1.361 1.481
C 1.001 0.823 1.688
C 1.070 -0.557 2.467
C 1.133 -1.724 1.399
C 2.611 -2.120 0.996
C 2.919 -2.003 -0.541
O 1.847 -2.396 -1.392
C 0.157 1.839 2.485
N 0.012 3.132 1.698
S -0.858 4.175 2.949
C -2.473 3.405 3.300
C -3.706 4.354 3.045
O -3.953 5.305 3.706
O -4.508 3.948 1.995
C -5.848 3.636 2.433
C -6.574 2.666 1.443
C -8.131 2.741 1.678
O -6.178 2.876 0.073
C -7.121 2.427 -0.835
O -7.840 3.204 -1.377
C -7.272 0.929 -1.239
S -6.008 -0.191 -0.506
S -1.106 3.062 0.357
O -1.945 1.897 0.539
O -0.571 3.021 -0.968
F -2.153 4.308 0.396
C 1.410 3.798 1.468
O 1.652 4.225 2.815
C 2.448 5.356 3.098
C 1.668 6.726 3.384
C 2.085 7.388 4.753
P 1.232 5.311 0.328
O 0.001 6.337 0.754
O 2.569 6.224 0.037
H 3.668 1.287 4.274
H 3.059 3.031 4.678
H 5.511 2.848 3.073
H 4.253 4.169 1.222
H 4.645 2.481 0.794
H 4.040 4.320 -0.870
H 4.275 4.086 -3.342
H 2.890 2.118 -4.393
H 1.582 0.617 -2.945
H 2.990 0.734 1.036
H 0.422 0.578 0.751
H 1.923 -0.580 3.179
H 0.096 -0.707 2.999
H 0.668 -2.655 1.813
H 0.517 -1.483 0.494
H 2.790 -3.177 1.300
H 3.312 -1.468 1.577
H 3.331 -0.986 -0.784
H 3.760 -2.715 -0.752
H 1.301 -1.626 -1.621
H 0.635 1.996 3.477
H -0.822 1.355 2.692
H -2.502 3.199 4.403
H -2.677 2.431 2.803
H -6.423 4.598 2.467
H -5.854 3.140 3.435
H -6.288 1.608 1.697
H -8.272 2.776 2.789
H -8.654 1.822 1.333
H -8.560 3.660 1.218
H -8.277 0.560 -0.914
H -7.260 0.790 -2.347
H -6.660 -0.937 0.446
H 2.915 5.147 4.100
H 3.333 5.569 2.460
H 0.573 6.639 3.228
H 2.035 7.423 2.583
H 3.057 7.031 5.153
H 2.173 8.488 4.557
H 1.231 7.278 5.456
H -0.364 6.776 -0.036
H 3.428 5.946 0.393
N 4.644 -2.681 3.337
C 4.936 -1.882 4.368
C 5.962 -2.125 5.267
C 6.730 -3.265 5.092
C 6.446 -4.110 4.031
C 5.400 -3.773 3.187
H 4.306 -1.004 4.467
H 6.154 -1.440 6.083
H 7.541 -3.492 5.773
H 7.023 -5.009 3.862
H 5.142 -4.402 2.341
N -0.588 -7.256 -1.484
C -1.721 -6.600 -1.751
C -1.826 -5.218 -1.774
C -0.692 -4.471 -1.500
C 0.494 -5.127 -1.219
C 0.493 -6.513 -1.225
H -2.582 -7.227 -1.956
H -2.771 -4.741 -2.000
H -0.732 -3.388 -1.507
H 1.397 -4.577 -1.000
H 1.398 -7.073 -1.014
N 3.915 -0.337 -5.023
C 3.587 -0.655 -6.280
C 4.309 -1.537 -7.068
C 5.440 -2.122 -6.523
C 5.803 -1.807 -5.223
C 5.010 -0.916 -4.520
H 2.695 -0.169 -6.663
H 3.996 -1.758 -8.076
H 6.034 -2.817 -7.106
H 6.680 -2.244 -4.764
H 5.251 -0.641 -3.497
N 3.454 -0.245 -9.653
C 2.128 -0.383 -9.542
C 1.212 0.516 -10.063
C 1.694 1.627 -10.736
C 3.064 1.794 -10.862
C 3.895 0.833 -10.307
H 1.798 -1.267 -9.004
H 0.149 0.351 -9.945
H 1.011 2.355 -11.157
H 3.478 2.648 -11.380
H 4.974 0.919 -10.384
N -6.129 -2.091 2.915
C -5.918 -1.958 4.229
C -5.952 -3.013 5.126
C -6.224 -4.281 4.636
C -6.447 -4.444 3.279
C -6.387 -3.324 2.466
H -5.713 -0.947 4.565
H -5.772 -2.846 6.180
H -6.260 -5.132 5.306
H -6.662 -5.418 2.859
H -6.552 -3.405 1.397
N -5.807 -6.505 0.543
C -5.906 -6.830 -0.749
C -4.971 -7.597 -1.427
C -3.865 -8.052 -0.727
C -3.738 -7.727 0.613
C -4.730 -6.957 1.199
H -6.786 -6.449 -1.256
H -5.106 -7.831 -2.474
H -3.111 -8.653 -1.221
H -2.888 -8.064 1.192
H -4.675 -6.680 2.247
```

total charge: +1
E_HOMO: -9.83 eV

# 3
Formula: C56H74AsF2FeN9O2S3SeSi3
Source: the Open Molecules 2025 dataset
Level of theory: the ωB97M-V functional and the def2-TZVPD basis

Geometry as XYZ:
```
152
C56H74AsF2FeN9O2S3SeSi3 (the ωB97M-V functional and the def2-TZVPD basis)
Fe -1.042 -0.090 -0.531
N 1.097 -0.551 0.016
S 2.366 -0.229 -0.632
N 2.629 1.016 -1.639
S 1.993 2.466 -1.410
N 1.262 3.321 -2.552
S -0.205 2.552 -2.493
N 0.149 1.661 -1.284
C -0.168 2.192 -4.261
C 0.767 1.263 -4.688
C 0.967 1.107 -6.048
C 0.246 1.883 -6.953
C -0.683 2.808 -6.501
C -0.901 2.970 -5.138
C -1.398 3.861 -2.203
C -0.882 5.123 -1.923
C -1.750 6.120 -1.509
C -3.108 5.860 -1.381
C -3.610 4.603 -1.686
C -2.759 3.593 -2.101
C 3.621 3.253 -1.746
C 4.001 3.470 -3.067
C 5.278 3.927 -3.357
C 6.181 4.169 -2.330
C 5.806 3.937 -1.015
C 4.532 3.472 -0.721
C 1.746 3.196 0.224
C 1.346 2.480 1.340
C 1.021 3.188 2.491
C 1.133 4.569 2.528
C 1.564 5.270 1.407
C 1.854 4.585 0.241
C 3.086 -1.532 -1.664
C 3.371 -1.359 -3.008
C 3.969 -2.395 -3.717
C 4.289 -3.583 -3.073
C 4.007 -3.743 -1.719
C 3.403 -2.716 -1.010
C 3.821 -0.058 0.441
C 5.010 0.364 -0.158
C 6.178 0.370 0.583
C 6.165 -0.056 1.907
C 4.980 -0.474 2.492
C 3.795 -0.479 1.762
H 1.329 0.687 -3.959
H 1.692 0.385 -6.401
H 0.415 1.769 -8.016
H -1.237 3.412 -7.208
H -1.627 3.681 -4.765
H 0.175 5.303 -2.033
H -1.357 7.103 -1.280
H -3.778 6.641 -1.045
H -4.668 4.396 -1.590
H -3.144 2.609 -2.326
H 3.285 3.281 -3.858
H 5.569 4.098 -4.386
H 7.177 4.532 -2.556
H 6.507 4.113 -0.208
H 4.260 3.274 0.308
H 1.248 1.398 1.314
H 0.649 2.650 3.350
H 0.875 5.105 3.433
H 1.659 6.349 1.436
H 2.175 5.111 -0.649
H 3.147 -0.410 -3.482
H 4.200 -2.269 -4.768
H 4.778 -4.378 -3.623
H 4.277 -4.661 -1.211
H 3.191 -2.817 0.052
H 5.010 0.684 -1.192
H 7.103 0.700 0.125
H 7.085 -0.067 2.480
H 4.963 -0.813 3.520
H 2.869 -0.808 2.237
N 0.223 -3.163 -1.035
N 0.483 -2.893 -2.399
C -0.191 -2.028 -3.120
N -0.070 -2.154 -4.466
N -0.863 -1.024 -2.486
N -1.683 -0.241 -3.175
O -2.015 -0.402 -4.323
O -2.137 0.707 -2.515
H 0.284 -2.263 -0.530
H 1.038 -3.673 -0.708
H 0.751 -3.726 -2.903
H 0.020 -3.090 -4.828
H -0.691 -1.552 -4.983
F -2.160 0.493 2.021
C -1.594 1.070 0.894
F -2.708 1.766 0.265
H -0.956 1.865 1.265
C 1.431 -1.473 9.443
C 1.341 -1.420 7.936
C 0.754 -2.442 7.205
C 0.622 -2.381 5.819
C 0.009 -3.548 5.096
C 1.062 -1.243 5.110
Se 0.696 -1.109 3.222
C 1.737 -0.242 5.840
C 2.435 0.915 5.175
C 1.849 -0.343 7.226
H 1.177 -2.466 9.818
H 0.740 -0.758 9.899
H 2.437 -1.222 9.787
H 0.381 -3.321 7.727
H -0.124 -4.396 5.774
H 0.641 -3.850 4.258
H -0.960 -3.279 4.671
H 2.183 0.954 4.122
H 3.521 0.788 5.254
H 2.178 1.866 5.653
H 2.367 0.449 7.766
C -1.204 -3.998 1.717
Si -2.829 -3.085 1.772
C -4.140 -4.441 1.702
C -3.070 -2.193 3.392
As -2.975 -1.520 -0.037
Si -4.997 -0.375 0.551
C -4.935 0.822 1.990
C -6.399 -1.542 1.015
C -5.532 0.542 -1.005
Si -3.894 -2.973 -1.710
C -2.529 -4.151 -2.292
C -5.320 -4.156 -1.345
C -4.570 -1.997 -3.182
H -1.178 -4.747 2.514
H -0.367 -3.306 1.870
H -1.074 -4.508 0.757
H -4.207 -4.905 2.691
H -3.861 -5.219 0.985
H -5.132 -4.073 1.432
H -3.146 -2.920 4.206
H -3.985 -1.591 3.386
H -2.223 -1.526 3.586
H -4.298 0.456 2.795
H -5.948 0.952 2.381
H -4.543 1.792 1.683
H -6.137 -2.165 1.875
H -6.695 -2.198 0.195
H -7.270 -0.939 1.289
H -4.655 0.930 -1.532
H -6.183 1.386 -0.757
H -6.072 -0.117 -1.690
H -1.677 -4.130 -1.609
H -2.177 -3.887 -3.298
H -2.911 -5.174 -2.335
H -4.981 -5.066 -0.848
H -5.755 -4.437 -2.310
H -6.115 -3.726 -0.737
H -4.157 -0.995 -3.289
H -5.653 -1.892 -3.086
H -4.370 -2.539 -4.112
```

E_HOMO: -5.03 eV

E_HOMO of number 1 (C56H69Br2F7NO22Si)? -11.18 eV